A cluster of 14 separate species, C19H64BN28O21S3 in total at a distorted geometry. Source: the Open Molecules 2025 dataset; level of theory: ωB97M-V/def2-TZVPD.

Output
Net charge: +1
Gap between HOMO and LUMO in eV: 8.4128
LUMO level in eV: -2.2
Max |F| in eV Å⁻¹: 2.24
E_tot in Ha: -5095.3571

Geometry (Å):
C  1.354  0.059  4.112
S  -0.178  -0.650  4.572
O  -0.136  -2.089  4.597
O  -0.594  -0.027  5.803
C  -1.458  -0.151  3.248
O  -0.846  0.271  2.048
C  -0.245  -0.710  1.401
N  0.093  -1.673  0.852
O  -2.149  0.922  3.747
C  -3.398  0.588  4.355
C  -4.531  1.524  3.885
S  -6.134  0.817  3.539
O  -6.717  0.386  4.773
O  -6.826  1.758  2.711
C  -3.517  -0.968  4.213
S  -3.247  -1.956  5.696
N  -2.485  -1.206  3.064
B  -3.343  -1.073  1.774
O  -3.577  0.135  1.200
O  -3.825  -2.244  1.331
H  1.269  1.116  3.845
H  2.057  -0.080  4.935
H  1.760  -0.455  3.233
H  -3.289  0.746  5.430
H  -4.232  2.085  2.999
H  -4.740  2.223  4.698
H  -5.878  -0.278  2.772
H  -4.442  -1.401  3.829
H  -3.059  -0.963  6.575
H  -2.149  -2.177  3.118
H  -2.903  0.230  0.488
H  -4.203  -2.113  0.441
C  -1.972  -1.475  -1.873
O  -2.292  -0.567  -1.088
N  -1.063  -2.425  -1.543
N  -2.518  -1.561  -3.105
H  -0.780  -3.170  -2.153
H  -0.632  -2.376  -0.634
H  -3.197  -0.868  -3.357
H  -2.314  -2.294  -3.765
C  3.000  -0.133  -1.125
O  2.953  -0.435  0.068
N  2.050  -0.552  -2.014
N  3.980  0.633  -1.654
H  2.066  -0.316  -2.993
H  1.303  -1.125  -1.666
H  4.688  0.980  -1.035
H  4.020  0.904  -2.620
C  -3.453  -5.698  7.217
O  -3.385  -4.538  7.590
N  -2.457  -6.288  6.490
N  -4.525  -6.494  7.498
H  -2.487  -7.241  6.179
H  -1.649  -5.731  6.281
H  -5.268  -6.088  8.037
H  -4.597  -7.450  7.207
C  1.407  -4.610  -1.568
O  0.421  -4.578  -2.294
N  1.450  -3.899  -0.407
N  2.520  -5.335  -1.873
H  2.238  -3.876  0.217
H  0.645  -3.361  -0.181
H  2.511  -5.857  -2.729
H  3.336  -5.365  -1.291
C  -5.177  -3.650  -5.047
O  -3.972  -3.444  -4.970
N  -6.103  -2.756  -4.584
N  -5.681  -4.778  -5.607
H  -7.093  -2.907  -4.643
H  -5.764  -1.910  -4.167
H  -5.030  -5.457  -5.966
H  -6.663  -4.965  -5.690
C  4.501  1.860  2.601
O  3.339  1.609  2.900
N  5.155  1.175  1.626
N  5.217  2.831  3.228
H  6.114  1.355  1.396
H  4.646  0.467  1.116
H  4.752  3.341  3.958
H  6.180  3.047  3.028
C  3.628  4.329  -2.247
O  4.313  3.316  -2.314
N  2.720  4.552  -1.261
N  3.722  5.334  -3.166
H  2.191  5.412  -1.210
H  2.612  3.839  -0.563
H  4.383  5.219  -3.912
H  3.157  6.163  -3.123
C  0.527  0.332  -5.542
O  1.703  0.006  -5.575
N  0.074  1.350  -4.750
N  -0.419  -0.293  -6.299
H  -0.887  1.630  -4.710
H  0.751  1.837  -4.191
H  -0.109  -1.040  -6.893
H  -1.388  -0.035  -6.303
C  0.944  4.431  5.304
O  1.931  5.114  5.120
N  0.713  3.761  6.475
N  -0.028  4.272  4.347
H  -0.094  3.189  6.639
H  1.403  3.850  7.199
H  0.105  4.748  3.474
H  -0.849  3.713  4.480
C  -5.176  -4.936  -9.320
O  -5.090  -5.957  -8.658
N  -5.066  -3.694  -8.757
N  -5.388  -4.955  -10.668
H  -5.131  -2.838  -9.275
H  -4.904  -3.659  -7.767
H  -5.471  -5.854  -11.105
H  -5.460  -4.129  -11.230
C  -0.200  7.219  -1.802
O  0.912  6.714  -1.890
N  -0.449  8.284  -0.992
N  -1.261  6.751  -2.515
H  -1.349  8.718  -0.909
H  0.321  8.651  -0.464
H  -1.096  5.971  -3.124
H  -2.179  7.150  -2.468
C  8.000  4.633  4.759
O  7.963  3.579  4.143
N  7.346  5.754  4.335
N  8.698  4.765  5.923
H  7.364  6.625  4.830
H  6.826  5.692  3.479
H  9.189  3.957  6.258
H  8.745  5.618  6.447
C  5.459  -2.050  -4.828
O  5.692  -2.064  -6.021
N  6.339  -2.556  -3.904
N  4.307  -1.534  -4.302
H  6.170  -2.548  -2.917
H  7.197  -2.941  -4.253
H  3.635  -1.149  -4.940
H  4.108  -1.522  -3.319